[1]
Molecular formula: C28H72N4O12
Method: DFT, the ωB97M-V functional and the def2-TZVPD basis

Its SMILES is COCCNCCOC.COCCNCCOC.COCCNCCOC.COCCNCCOC.OCCO.OCCO. The value obtained for the HOMO energy is -8.8 eV. The multiplicity is 1. The gap between HOMO and LUMO comes out at 9.1 eV.

Each line ends with the Mulliken charge.
Element x y z (Å)
C: 4.328 -7.773 -0.239  -0.782
O: 4.227 -6.380 -0.261  -0.300
C: 5.080 -5.699 0.666  -0.622
C: 4.798 -4.211 0.749  -0.808
N: 3.381 -4.046 0.998  -0.184
C: 3.034 -2.643 0.917  -0.760
C: 1.694 -2.275 1.519  -0.931
O: 1.215 -1.173 1.408  0.267
C: 0.790 -0.845 0.113  -0.763
H: 3.840 -8.129 -1.146  0.251
H: 3.781 -8.195 0.589  0.315
H: 5.360 -8.170 -0.341  0.301
H: 6.095 -5.806 0.363  0.453
H: 5.007 -6.070 1.682  0.346
H: 5.021 -3.682 -0.170  0.428
H: 5.416 -3.726 1.519  0.391
H: 3.225 -4.436 1.917  0.250
H: 3.065 -2.301 -0.100  0.275
H: 3.747 -2.077 1.487  0.313
H: 1.823 -2.495 2.572  0.518
H: 0.994 -3.076 1.255  0.501
H: 0.145 -1.606 -0.290  0.767
H: 1.559 -0.767 -0.612  0.359
H: 0.187 0.058 0.151  -0.436
C: -5.569 -1.689 -2.891  -0.421
O: -5.667 -0.388 -3.303  -0.502
C: -4.546 0.449 -2.910  0.129
C: -3.484 0.486 -3.979  -0.448
N: -2.242 0.969 -3.358  0.326
C: -1.131 1.125 -4.287  -0.974
C: 0.229 1.193 -3.581  0.591
O: 1.268 0.896 -4.213  -0.568
C: 2.544 1.121 -3.658  -0.608
H: -4.682 -2.176 -3.196  0.073
H: -6.436 -2.230 -3.252  0.393
H: -5.702 -1.763 -1.808  0.219
H: -4.190 -0.060 -1.971  -0.237
H: -4.900 1.479 -2.708  0.329
H: -3.708 1.263 -4.754  0.462
H: -3.442 -0.511 -4.471  0.169
H: -1.967 0.285 -2.638  -0.231
H: -1.226 2.000 -4.955  0.337
H: -1.155 0.272 -4.984  0.456
H: 0.286 0.569 -2.758  -0.162
H: 0.476 2.224 -3.293  0.225
H: 3.116 2.010 -3.976  0.224
H: 3.104 0.265 -3.958  0.391
H: 2.572 1.082 -2.608  0.118
C: -4.786 -2.276 4.887  -0.476
O: -5.687 -1.564 4.098  -0.366
C: -5.545 -1.697 2.660  -0.616
C: -4.304 -1.158 2.103  0.319
N: -4.185 -1.512 0.691  -0.220
C: -2.804 -1.150 0.231  0.031
C: -2.527 -1.870 -1.026  -1.619
O: -1.892 -1.406 -1.965  0.348
C: -1.581 -2.222 -3.106  -1.062
H: -4.812 -1.924 5.908  0.250
H: -3.779 -2.240 4.590  0.135
H: -5.117 -3.333 4.803  0.330
H: -6.390 -1.234 2.120  0.261
H: -5.449 -2.799 2.471  0.372
H: -3.445 -1.591 2.606  -0.086
H: -4.244 -0.065 2.276  0.131
H: -4.817 -0.896 0.109  0.355
H: -2.072 -1.355 1.026  -0.933
H: -2.815 -0.079 0.105  0.931
H: -3.485 -2.273 -1.445  0.551
H: -2.012 -2.789 -0.654  0.397
H: -1.092 -3.159 -2.733  0.373
H: -0.840 -1.720 -3.791  0.193
H: -2.462 -2.406 -3.729  0.274
C: 4.476 6.387 3.194  -0.768
O: 3.512 5.287 3.132  -0.405
C: 3.269 4.823 1.855  -0.569
C: 2.148 3.747 1.815  -0.548
N: 2.220 2.728 0.750  -0.062
C: 1.703 3.250 -0.489  0.302
C: 2.659 4.086 -1.293  -0.952
O: 2.369 4.472 -2.438  -0.352
C: 3.312 5.217 -3.196  -0.823
H: 4.588 6.815 4.183  0.264
H: 4.143 7.162 2.516  0.316
H: 5.404 5.999 2.877  0.337
H: 4.230 4.485 1.463  0.352
H: 2.954 5.688 1.210  0.303
H: 1.222 4.280 1.781  0.174
H: 2.167 3.252 2.789  0.465
H: 3.159 2.307 0.640  0.407
H: 0.736 3.801 -0.406  0.300
H: 1.612 2.379 -1.148  -0.404
H: 3.612 3.612 -1.376  0.381
H: 2.912 4.902 -0.715  0.487
H: 4.237 4.662 -3.330  0.354
H: 3.568 6.128 -2.640  0.334
H: 2.820 5.445 -4.190  0.231
O: 0.905 -1.306 4.771  -0.614
C: 0.164 -0.344 4.131  -0.732
C: -1.039 -0.920 3.617  0.214
O: -1.882 0.208 3.259  -0.498
H: 1.766 -0.955 5.021  0.361
H: -0.085 0.384 4.905  0.539
H: 0.712 0.227 3.340  0.118
H: -1.524 -1.453 4.413  0.236
H: -0.908 -1.599 2.802  0.039
H: -1.314 0.788 2.768  0.374
O: -0.536 1.826 1.516  -0.185
C: -1.593 2.547 0.871  -0.523
C: -1.561 2.289 -0.546  1.659
O: -2.711 2.727 -1.122  -0.762
H: 0.323 2.056 1.231  -0.318
H: -2.634 2.260 1.278  0.262
H: -1.384 3.602 1.014  0.533
H: -1.473 1.229 -0.757  -1.047
H: -0.683 2.685 -1.059  -0.521
H: -2.795 2.205 -1.912  0.424

=====

[2]
Molecular formula: C28H74FeO10
Method: DFT, the ωB97M-V functional and the def2-TZVPD basis

As for the total charge: +1. The value obtained for the HOMO energy (spin up / spin down) is -11.4 / -11.4 eV. The multiplicity is 6. The gap between HOMO and LUMO (spin up / spin down) comes out at 8.7 / 6.3 eV.

Each line ends with the Mulliken spin population.
Element x y z (Å)
Fe: 0.848 2.249 -2.816  3.968
C: 3.205 1.460 0.676  0.004
C: 3.470 2.306 -0.588  -0.008
O: 2.490 2.206 -1.599  0.222
H: 3.218 0.379 0.537  0.000
H: 2.211 1.724 1.038  -0.002
H: 3.859 1.625 1.532  0.000
H: 4.458 2.058 -0.977  0.015
H: 3.619 3.356 -0.336  0.010
C: -0.259 -0.776 0.204  0.036
C: -0.455 -0.533 -1.287  -0.031
O: -0.128 0.758 -1.770  0.633
H: -0.681 -1.769 0.361  -0.005
H: -0.802 -0.041 0.797  -0.004
H: 0.818 -0.716 0.359  0.015
H: -1.389 -0.930 -1.683  0.003
H: 0.214 -1.202 -1.828  0.053
C: 2.298 -4.211 1.497  0.000
C: 3.056 -3.042 0.878  -0.001
C: 3.617 -2.114 1.927  0.000
O: 4.165 -3.528 0.165  0.000
H: 1.583 -3.929 2.270  0.000
H: 3.099 -4.779 1.971  0.000
H: 1.802 -4.848 0.765  0.000
H: 2.473 -2.445 0.178  0.003
H: 4.252 -2.561 2.691  0.000
H: 2.793 -1.559 2.374  0.000
H: 4.267 -1.370 1.466  0.000
H: 3.859 -4.223 -0.423  0.000
C: 1.631 -1.920 6.236  0.000
C: 1.034 -0.946 5.258  0.000
C: 0.130 -1.526 4.144  -0.001
O: 0.122 -0.139 5.978  0.000
H: 2.156 -2.727 5.726  0.000
H: 0.812 -2.469 6.701  0.000
H: 2.267 -1.496 7.013  0.000
H: 1.840 -0.308 4.897  0.000
H: 0.707 -2.248 3.567  0.000
H: -0.154 -0.692 3.502  0.000
H: -0.751 -1.997 4.582  0.000
H: -0.459 -0.749 6.438  0.000
C: 3.305 -0.706 -3.987  0.006
C: 2.786 0.590 -4.623  -0.002
C: 2.910 0.560 -6.180  0.000
O: 1.467 0.756 -4.131  0.036
H: 4.390 -0.699 -3.884  0.000
H: 2.979 -1.672 -4.371  -0.001
H: 2.951 -0.699 -2.956  -0.004
H: 3.443 1.390 -4.281  -0.002
H: 3.951 0.598 -6.500  0.000
H: 2.488 1.463 -6.619  0.000
H: 2.547 -0.382 -6.593  0.000
H: 0.977 -0.031 -4.377  0.001
C: -0.096 6.108 -2.051  0.000
C: 0.453 4.887 -1.344  -0.015
C: 0.258 4.892 0.192  0.008
O: -0.162 3.747 -1.844  0.023
H: -1.145 6.258 -1.799  0.000
H: -0.083 5.989 -3.134  -0.001
H: 0.474 6.995 -1.773  0.001
H: 1.529 4.857 -1.512  0.005
H: 0.335 3.879 0.587  -0.005
H: -0.714 5.260 0.521  0.000
H: 0.963 5.532 0.721  0.001
H: -1.012 3.693 -1.401  0.002
C: -3.160 -2.279 2.405  -0.001
C: -4.384 -2.601 1.556  0.000
C: -4.403 -1.806 0.234  -0.004
O: -4.348 -4.001 1.229  0.000
H: -2.246 -2.440 1.834  -0.001
H: -3.010 -2.900 3.288  0.000
H: -3.043 -1.295 2.859  0.000
H: -5.304 -2.304 2.060  0.000
H: -4.458 -0.739 0.451  0.000
H: -5.234 -2.164 -0.374  0.000
H: -3.522 -1.966 -0.388  0.001
H: -4.769 -4.385 2.002  0.000
C: -2.866 3.702 -4.452  0.002
C: -2.328 2.438 -3.799  -0.002
C: -3.012 1.149 -4.417  0.001
O: -0.951 2.372 -4.009  0.035
H: -3.055 3.630 -5.523  0.000
H: -2.095 4.462 -4.332  0.000
H: -3.766 4.077 -3.966  0.000
H: -2.523 2.448 -2.726  0.001
H: -3.061 1.156 -5.506  0.000
H: -4.074 1.099 -4.173  0.000
H: -2.512 0.250 -4.057  0.001
H: -0.915 2.440 -4.966  -0.001
C: -2.139 -4.111 -2.400  0.000
C: -2.101 -5.188 -1.355  0.000
C: -1.205 -4.907 -0.139  0.000
O: -3.414 -5.463 -0.892  0.000
H: -1.198 -4.090 -2.950  0.000
H: -2.421 -3.136 -2.002  0.002
H: -2.831 -4.320 -3.216  0.000
H: -1.795 -6.117 -1.836  0.000
H: -0.158 -4.765 -0.404  0.000
H: -1.139 -5.720 0.584  0.000
H: -1.522 -3.950 0.274  0.000
H: -3.603 -4.857 -0.172  0.000
C: -0.978 2.306 3.202  0.000
C: 0.000 2.825 4.266  0.000
C: 0.145 4.356 4.154  0.000
O: -0.439 2.542 5.575  0.000
H: -0.719 2.653 2.202  0.000
H: -2.000 2.640 3.380  0.000
H: -0.968 1.223 3.083  0.000
H: 0.953 2.310 4.142  0.000
H: -0.744 4.877 4.512  0.000
H: 0.351 4.656 3.126  0.000
H: 0.947 4.687 4.813  0.000
H: -0.268 1.612 5.740  0.000

=====

Energy above the lowest of the compared OMol25 structures with the same formula, charge and spin list, top to bottom, in kJ/mol: 690.4, 120.4